[1]
C50H37AlBr2F2N2O2P2Se as an isolated structure. Source: OMol25; level of theory: ωB97M-V/def2-TZVPD.

Output
Molecular weight = 1063.55 g mol⁻¹
Charge = 0
Calculated total energy = -10862.0508 Eh
LUMO level = -0.204 eV
Gap between HOMO and LUMO = 0.28766 Eh

Last column: Mulliken charge in e.
Element x y z (Å)
1 Al 2.06261 -0.60309 0.41476  -1.462
2 Br 2.99226 3.21542 -2.65415  -0.074
3 C 4.08282 2.42233 -1.33849  0.054
4 C 5.38321 2.95715 -1.16797  -0.598
5 C 6.28332 2.37230 -0.33025  -0.195
6 Br 7.99447 3.15359 -0.11693  -0.238
7 C 5.94672 1.18275 0.36767  0.485
8 C 6.80050 0.43336 1.20531  -0.703
9 C 6.33326 -0.71212 1.78970  -1.298
10 C 5.00315 -1.11107 1.56508  0.084
11 N 4.18713 -0.42408 0.80508  0.439
12 C 4.64540 0.69369 0.19837  0.613
13 C 3.67212 1.32594 -0.62687  -0.078
14 O 2.47127 0.76760 -0.64620  0.470
15 H 5.65169 3.84360 -1.72448  0.456
16 H 7.81420 0.77198 1.37102  0.355
17 H 6.96373 -1.31356 2.42843  0.407
18 H 4.61357 -2.00910 2.02993  0.474
19 C -6.51775 0.12626 0.30309  -2.324
20 C -5.16721 0.18909 -0.41002  2.204
21 C -5.39814 0.44266 -1.91204  -1.770
22 C -4.31052 1.31854 0.14363  0.664
23 C -4.82475 2.50327 0.65782  0.043
24 C -3.98755 3.52197 1.08887  -1.404
25 C -2.61217 3.36785 1.02808  -0.697
26 C -2.05995 2.19250 0.53290  0.761
27 P -0.26943 1.88204 0.25439  1.457
28 C -0.23246 2.56203 -1.44349  0.744
29 C -0.47836 3.89806 -1.75197  -0.279
30 C -0.54852 4.30966 -3.07244  -0.856
31 C -0.38920 3.38594 -4.10003  -0.665
32 C -0.16513 2.05069 -3.80163  -0.796
33 C -0.08687 1.64247 -2.47715  -0.208
34 C 0.48073 3.14600 1.33377  0.457
35 C 1.44059 4.05849 0.91169  -0.562
36 C 2.06294 4.89923 1.82705  -0.749
37 C 1.72808 4.84098 3.16985  -0.658
38 C 0.76754 3.93364 3.60098  -0.825
39 C 0.15677 3.08863 2.69150  -0.590
40 C -2.92892 1.20428 0.08284  -1.296
41 O -2.34185 0.09435 -0.49329  -0.041
42 C -3.00047 -1.09880 -0.33071  -0.869
43 C -2.21857 -2.24598 -0.22965  0.779
44 C -2.88452 -3.45504 -0.02298  -0.430
45 C -4.26437 -3.51222 0.02441  -1.721
46 C -5.00985 -2.34771 -0.09345  -0.263
47 C -4.39319 -1.11670 -0.25669  0.233
48 P -0.36806 -2.18312 -0.22395  1.404
49 C -0.13075 -3.32601 1.18214  0.507
50 C 0.06793 -4.69615 1.06575  -0.082
51 C 0.14917 -5.48544 2.20456  -0.789
52 C 0.05134 -4.90895 3.46165  -0.714
53 C -0.12918 -3.53746 3.58323  -0.744
54 C -0.22666 -2.75132 2.44715  -0.871
55 C 0.08192 -3.06162 -1.77423  0.248
56 C -0.67470 -4.08496 -2.34549  -0.376
57 C -0.31060 -4.64824 -3.56004  -0.757
58 C 0.80621 -4.18646 -4.23899  -0.655
59 C 1.55173 -3.14822 -3.70192  -1.061
60 C 1.18630 -2.59160 -2.48687  0.032
61 H -7.07136 1.05282 0.15532  0.530
62 H -6.39461 -0.03973 1.37418  0.414
63 H -7.13797 -0.67092 -0.10512  0.515
64 H -5.93244 1.38342 -2.05766  0.367
65 H -5.98618 -0.36893 -2.34537  0.401
66 H -4.44845 0.50199 -2.44673  0.426
67 H -5.89528 2.64837 0.71190  0.273
68 H -4.41248 4.44299 1.46622  0.421
69 H -1.96238 4.15600 1.38854  0.533
70 H -0.60834 4.62339 -0.95731  0.372
71 H -0.73442 5.35118 -3.30334  0.412
72 H -0.44254 3.71002 -5.13182  0.383
73 H -0.04023 1.32796 -4.59803  0.487
74 H 0.08835 0.59896 -2.24108  0.219
75 H 1.71205 4.11341 -0.13566  0.216
76 H 2.81406 5.59973 1.48352  0.455
77 H 2.21527 5.49434 3.88206  0.386
78 H 0.49956 3.88239 4.64873  0.405
79 H -0.58676 2.37766 3.03801  0.489
80 H -2.31930 -4.36203 0.13876  0.597
81 H -4.76042 -4.46238 0.17062  0.405
82 H -6.08788 -2.40966 -0.04006  0.256
83 H 0.19325 -5.14657 0.08784  0.473
84 H 0.30486 -6.55206 2.10655  0.460
85 H 0.13120 -5.52562 4.34748  0.392
86 H -0.18059 -3.07891 4.56231  0.446
87 H -0.38198 -1.68167 2.54220  0.313
88 H -1.56509 -4.44868 -1.85554  0.421
89 H -0.91099 -5.44571 -3.97880  0.454
90 H 1.08661 -4.62454 -5.18823  0.399
91 H 2.41290 -2.76230 -4.23151  0.507
92 H 1.77715 -1.76956 -2.10392  0.217
93 Se 3.68269 -5.06344 0.55473  -0.126
94 C 2.97583 -3.47190 0.38112  0.617
95 N 2.49078 -2.41250 0.25110  0.378
96 F 2.41492 -1.17119 3.14303  -0.278
97 C 1.89595 -0.13166 2.37862  0.604
98 F 2.71940 0.96220 2.62866  -0.308
99 H 0.94194 0.13388 2.84033  0.400

[2]
C16H26F4N2O4SSi2 as an isolated structure. Source: OMol25; level of theory: ωB97M-V/def2-TZVPD.

Output
Molecular weight = 474.62 g mol⁻¹
Charge = 0
Calculated total energy = -2412.5134 Eh
LUMO level = 0.373 eV
Gap between HOMO and LUMO = 0.34453 Eh

Last column: Mulliken charge in e.
Element x y z (Å)
1 C 0.37948 -1.25407 3.85868  -0.201
2 C -0.19120 -1.57185 2.85167  -0.793
3 C -0.90988 -1.90649 1.62210  0.078
4 Si -0.00620 -1.40086 0.02979  -0.219
5 C -0.41552 -2.67025 -1.29653  -0.625
6 C -0.09818 -4.09419 -0.83029  -0.405
7 F 0.42273 -4.85047 -1.85823  -0.362
8 C 1.84851 -1.55822 0.36462  -1.053
9 C 2.51097 -0.31672 0.96407  -1.305
10 N 2.60785 0.80129 0.02447  0.970
11 C 3.04768 2.05217 0.65648  -0.847
12 C 2.08568 3.21953 0.32018  -0.614
13 C 3.27592 0.44748 -1.18727  0.373
14 C 4.77180 0.63442 -1.32754  -1.489
15 O 2.64625 -0.05294 -2.08880  -0.515
16 O -0.33043 0.14444 -0.52541  -0.354
17 Si -1.44297 1.17049 0.07263  0.136
18 S -0.91035 1.92797 1.99929  -0.351
19 C -3.21307 0.49634 0.13016  0.085
20 F -4.11602 1.56636 -0.00787  -0.384
21 C -3.54999 -0.58286 -0.91450  -0.467
22 C -4.17790 -1.85955 -0.31802  -1.379
23 N -1.35012 2.65146 -0.95401  0.217
24 C -1.56855 3.91805 -0.31432  0.237
25 O -0.75051 4.76603 -0.23758  -0.428
26 F -2.78162 4.07112 0.19929  -0.196
27 C -2.04334 2.48144 -2.14129  0.556
28 O -2.17820 1.45472 -2.72326  -0.416
29 F -2.54940 3.62841 -2.60610  -0.295
30 H 0.98154 -0.87034 4.64785  0.428
31 H -1.94734 -1.57374 1.71257  0.301
32 H -0.96352 -3.00212 1.57535  0.516
33 H -1.44271 -2.60223 -1.65429  0.497
34 H 0.23444 -2.44822 -2.14842  0.421
35 H 0.61145 -4.08722 0.00359  0.223
36 H -1.00406 -4.57766 -0.45401  0.322
37 H 2.30012 -1.83911 -0.58928  0.636
38 H 1.97242 -2.40805 1.04122  0.619
39 H 3.48676 -0.58551 1.40223  0.382
40 H 1.90219 0.02819 1.80329  0.560
41 H 3.04032 1.91162 1.73771  0.403
42 H 4.06235 2.33363 0.37741  0.413
43 H 1.45641 3.45467 1.17709  0.179
44 H 2.61202 4.10484 -0.03086  0.390
45 H 1.42175 2.89568 -0.48204  0.059
46 H 5.07789 0.27264 -2.30311  0.377
47 H 5.01393 1.69878 -1.28803  0.367
48 H 5.32265 0.15418 -0.51844  0.302
49 H -1.75750 1.22242 2.76331  0.128
50 H -3.41489 0.08254 1.12413  0.731
51 H -2.68715 -0.80750 -1.53885  0.183
52 H -4.28168 -0.12961 -1.58401  0.589
53 H -3.82804 -2.03295 0.70059  0.310
54 H -5.26374 -1.78569 -0.30522  0.391
55 H -3.91903 -2.72248 -0.93217  0.317

[3]
C32H30CrF5N5O2P2S as an isolated structure. Source: OMol25; level of theory: ωB97M-V/def2-TZVPD.

Output
Molecular weight = 757.63 g mol⁻¹
Charge = 0
Expectation value of S² = 6.03
Calculated total energy = -4286.2939 Eh
LUMO level (alpha / beta) = -1.509 / -1.682 eV
Multiplicity = 5
Gap between HOMO and LUMO (alpha / beta) = 0.17648 / 0.17008 Eh

Last column: Mulliken charge in e.
Element x y z (Å)
1 Cr -0.07469 0.01012 0.00597  0.409
2 O -0.76406 -2.94134 4.92304  -0.928
3 C 0.29859 -2.50683 5.49133  0.334
4 C 0.79908 -3.05327 6.67871  -0.599
5 C 1.96172 -2.54118 7.28269  -0.352
6 C 2.59248 -1.41164 6.85654  -0.553
7 C 2.20580 -0.82974 5.67970  -0.464
8 C 1.07235 -1.36561 5.00353  -0.037
9 C 0.87328 -0.85089 3.60568  0.512
10 O 1.55314 -0.00531 2.99028  -0.685
11 N -0.18275 -1.51015 3.00158  -0.718
12 N -0.76403 -1.10095 1.80521  1.450
13 C -1.90421 -1.72066 1.56350  -0.808
14 C -2.48628 -1.57059 0.25141  0.042
15 C -3.62562 -2.31219 -0.09635  -0.732
16 C -4.05883 -2.42188 -1.43873  -0.648
17 C -3.43590 -1.56791 -2.36751  -0.837
18 C -2.27413 -0.88116 -1.94848  -0.386
19 N -1.75248 -0.92378 -0.71465  0.633
20 H -0.68373 -2.17977 3.72115  0.649
21 H 0.26853 -3.91060 7.10433  0.362
22 H 2.37973 -3.06178 8.16608  0.303
23 H 3.41211 -0.98014 7.42115  0.382
24 H 2.70098 0.04647 5.16393  0.242
25 H -2.31355 -2.45853 2.22733  0.512
26 H -4.18337 -2.77623 0.71251  0.479
27 H -4.74746 -3.17502 -1.79356  0.427
28 H -3.63369 -1.53764 -3.42985  0.465
29 H -1.64618 -0.30468 -2.63319  0.599
30 C -1.61820 1.97766 2.72804  -1.334
31 P -1.33236 1.93320 1.01779  1.312
32 C -3.00031 1.99505 0.15908  -1.373
33 C -0.68242 3.45959 0.43715  0.078
34 C -1.23805 4.69083 0.69654  -0.504
35 C -0.75234 5.81488 0.14447  -0.739
36 C 0.31592 5.80704 -0.70393  -0.757
37 C 0.85326 4.57401 -1.08462  -0.613
38 C 0.37286 3.40287 -0.46602  -0.204
39 P 1.24733 1.86805 -0.67837  2.095
40 C 1.75072 1.83932 -2.43027  -1.543
41 C 2.77238 2.17131 0.26112  -1.503
42 H -2.12813 2.92137 3.06597  0.454
43 H -0.62710 1.81847 3.21743  0.276
44 H -2.22936 1.12728 3.06443  0.394
45 H -3.56810 2.93851 0.39303  0.446
46 H -3.58890 1.04306 0.32369  0.272
47 H -2.71301 2.21568 -0.90508  0.367
48 H -2.11498 4.74381 1.32978  0.362
49 H -1.18795 6.78249 0.34093  0.390
50 H 0.65388 6.72354 -1.20045  0.377
51 H 1.67033 4.57194 -1.81159  0.312
52 H 2.46443 2.65587 -2.67445  0.494
53 H 0.93291 1.97732 -3.15742  0.377
54 H 2.33023 0.94614 -2.61602  0.249
55 H 2.94892 1.25529 0.87520  0.338
56 H 2.56054 3.02699 0.91827  0.453
57 H 3.61427 2.39785 -0.37262  0.435
58 F -2.15813 -1.05545 -7.66813  -0.336
59 C -1.01035 -1.13619 -6.87687  0.614
60 C -0.94683 -2.16154 -5.96967  0.045
61 F -2.01434 -2.97222 -5.77637  -0.328
62 C 0.12667 -2.21678 -5.10699  0.059
63 F 0.03214 -3.20476 -4.18118  -0.407
64 C 1.25341 -1.33505 -5.09277  0.356
65 S 2.64391 -1.45681 -4.15167  -0.369
66 C 1.02489 -0.21713 -6.03251  0.187
67 F 1.92939 0.83610 -5.93404  -0.356
68 C 0.00286 -0.18577 -6.97855  0.067
69 F -0.03815 0.75822 -7.92294  -0.306
70 N 2.91087 -2.89971 0.08693  -0.009
71 C 2.40588 -3.18668 -1.17868  -0.638
72 C 1.48944 -2.19870 -1.46652  -0.759
73 N 1.36478 -1.35065 -0.38711  0.351
74 C 2.16617 -1.87944 0.56145  -0.914
75 H 3.68501 -3.41035 0.54717  0.282
76 H 2.81806 -3.93792 -1.84120  0.451
77 H 0.85642 -2.05222 -2.31392  0.531
78 H 2.16435 -1.57347 1.57814  0.517

- Which value of calculated total energy does entry 2 give?
  -2412.5134 Eh